Density functional theory data (ωB97M-V/def2-TZVPD) for a structure of composition CH3Cl2FN2O2S2 at a distorted geometry.

Last column: Mulliken charge in e.
CARTESIAN COORDINATES (ANGSTROEM)
C (2.2099, 0.1184, 0.5572)  -0.127
N (-2.1080, 1.1167, -1.2450)  -0.153
N (0.1368, -1.7194, 0.8830)  -0.595
O (-0.5045, 0.6541, 0.7425)  -0.309
O (-2.5463, -0.9231, -0.0640)  -0.520
F (-1.5959, 1.8886, -2.3427)  -0.201
S (0.6088, -0.3859, 1.5206)  0.437
S (-1.3236, -0.2847, -0.5147)  0.762
Cl (2.5952, 1.8964, 0.8274)  -0.142
Cl (1.9564, -0.0964, -1.1698)  -0.095
H (2.9431, -0.4212, 0.9904)  0.403
H (-2.8118, 0.5435, -1.7848)  0.293
H (0.4399, -2.3870, 1.5998)  0.246

Output
Max |F| in hartree/bohr: 0.104
Electronic energy in hartree: -2116.3060
HOMO energy in eV: -9.57
LUMO energy in eV: -0.3
Multiplicity: 1
Frontier orbital gap in eV: 9.29

---

Density functional theory data (ωB97M-V/def2-TZVPD) for a cluster of 11 separate species, C42H110N17O11P3 in total at a distorted geometry.

Last column: Mulliken charge in e.
CARTESIAN COORDINATES (ANGSTROEM)
C (16.3938, 1.6589, 6.4972)  -1.033
N (17.5910, 2.4013, 7.0143)  0.265
C (17.8768, 2.2236, 8.4993)  -1.009
P (18.5455, 3.3361, 5.9712)  0.476
O (19.7374, 3.8412, 6.7106)  -0.894
N (18.7794, 2.2823, 4.7301)  0.358
C (20.0971, 1.8358, 4.4667)  -1.123
C (17.8003, 1.9612, 3.7066)  -1.173
N (17.5678, 4.6214, 5.4573)  0.300
C (16.6785, 5.2931, 6.4088)  -0.905
C (18.1767, 5.4417, 4.4394)  -1.090
H (15.8984, 2.2232, 5.7072)  0.350
H (15.7084, 1.4488, 7.3183)  0.342
H (16.7531, 0.6830, 6.1707)  0.232
H (18.1598, 1.1795, 8.6328)  0.333
H (16.9567, 2.4541, 9.0362)  0.292
H (18.7008, 2.8973, 8.7347)  0.332
H (20.7020, 2.0252, 5.3534)  0.323
H (20.0694, 0.7500, 4.3758)  0.368
H (20.4376, 2.3489, 3.5673)  0.312
H (18.2226, 1.9309, 2.7021)  0.373
H (17.4378, 0.9642, 3.9566)  0.293
H (16.9763, 2.6734, 3.6634)  0.380
H (15.8710, 4.5834, 6.5889)  0.264
H (17.1546, 5.4912, 7.3691)  0.273
H (16.2499, 6.2230, 6.0351)  0.359
H (19.1916, 5.7210, 4.7226)  0.282
H (17.4947, 6.2663, 4.2321)  0.429
H (18.3334, 4.7744, 3.5920)  0.293
C (16.4324, 18.4756, 6.0559)  -0.955
N (15.0306, 18.0436, 6.4904)  0.249
C (14.9814, 17.6394, 7.9219)  -1.292
P (13.6841, 18.4979, 5.5015)  0.467
O (13.9693, 18.5226, 4.0168)  -0.838
N (12.3807, 17.4587, 5.8631)  0.372
C (11.0079, 17.9977, 5.6909)  -0.977
C (12.5313, 16.0444, 5.7402)  -1.092
N (13.3141, 20.0524, 6.2146)  0.122
C (12.7213, 21.1341, 5.3944)  -1.033
C (13.1097, 20.1452, 7.7267)  -0.843
H (16.4296, 18.9871, 5.0933)  0.303
H (17.1302, 17.6405, 5.9956)  0.289
H (16.8842, 19.0219, 6.8839)  0.320
H (13.9694, 17.2504, 8.0347)  0.318
H (15.2564, 18.4117, 8.6402)  0.261
H (15.6700, 16.7968, 7.8585)  0.504
H (10.8663, 18.8486, 6.3572)  0.259
H (10.9326, 18.4144, 4.6866)  0.334
H (10.2579, 17.2135, 5.7936)  0.329
H (13.3570, 15.7959, 6.4069)  0.265
H (11.6298, 15.5143, 6.0477)  0.393
H (12.7874, 15.9014, 4.6904)  0.338
H (13.0954, 21.1565, 4.3709)  0.290
H (11.6471, 20.9950, 5.2725)  0.283
H (13.1070, 22.0764, 5.7835)  0.468
H (12.3031, 19.4280, 7.8792)  0.321
H (12.6729, 21.1202, 7.9427)  0.412
H (14.0402, 20.0051, 8.2768)  0.131
C (7.2550, 0.9799, 6.2961)  -1.171
N (6.6308, 1.4605, 7.5558)  0.205
C (5.7738, 0.4758, 8.2148)  -1.046
P (7.0092, 2.9257, 8.4012)  0.416
O (6.2335, 3.1260, 9.6560)  -0.836
N (8.7344, 2.9294, 8.4591)  0.287
C (9.4866, 1.6138, 8.7023)  -1.046
C (9.4702, 4.1315, 8.9077)  -1.010
N (6.5453, 4.0897, 7.2069)  0.179
C (5.9690, 5.3290, 7.7060)  -0.975
C (7.1436, 4.1579, 5.8871)  -0.929
H (7.7097, 0.0140, 6.5163)  0.435
H (8.1357, 1.5385, 5.9792)  0.395
H (6.5977, 0.9808, 5.4266)  0.299
H (4.9916, 0.9748, 8.7868)  0.277
H (6.4659, -0.0794, 8.8480)  0.322
H (5.3442, -0.2242, 7.4982)  0.383
H (8.7789, 0.8657, 9.0592)  0.277
H (10.1133, 1.1959, 7.9144)  0.286
H (10.1863, 1.5756, 9.5372)  0.388
H (9.7162, 4.0995, 9.9691)  0.309
H (10.4666, 4.1982, 8.4707)  0.350
H (8.8890, 4.9974, 8.5906)  0.309
H (6.1679, 6.1325, 6.9968)  0.384
H (4.9035, 5.1411, 7.8390)  0.263
H (6.4906, 5.6098, 8.6210)  0.313
H (6.8056, 3.4285, 5.1510)  0.183
H (8.2178, 3.9790, 5.9348)  0.387
H (6.9034, 5.1046, 5.4032)  0.369
C (3.9811, 10.4205, -2.8044)  -0.886
N (5.0562, 9.9833, -1.9048)  0.135
C (5.2464, 10.6751, -0.6787)  -0.875
C (5.7997, 8.9046, -2.2816)  0.201
O (6.6460, 8.4148, -1.5038)  -0.618
H (4.1690, 11.4563, -3.0873)  0.322
H (3.9318, 9.8386, -3.7247)  0.270
H (2.9758, 10.4382, -2.3834)  0.313
H (5.4869, 11.7376, -0.7145)  0.262
H (4.2572, 10.5878, -0.2292)  0.327
H (6.0022, 10.2450, -0.0215)  0.290
H (5.4343, 8.4054, -3.1923)  0.261
C (1.0541, 14.7160, 5.2134)  -0.876
N (2.4018, 14.1885, 5.5436)  0.046
C (2.9686, 14.7575, 6.7920)  -0.972
C (3.0464, 13.2062, 4.8812)  0.263
O (4.1590, 12.8574, 5.2394)  -0.630
H (0.4340, 14.0458, 4.6181)  0.348
H (0.9822, 15.7273, 4.8131)  0.269
H (0.5897, 14.7125, 6.1995)  0.304
H (3.1230, 15.8256, 6.6385)  0.344
H (2.4131, 14.5386, 7.7039)  0.333
H (3.9755, 14.4391, 7.0619)  0.294
H (2.3524, 12.8846, 4.0894)  0.277
C (17.6826, 14.3502, -1.7163)  -0.913
N (16.3490, 14.6595, -1.2600)  0.151
C (16.1853, 15.0369, 0.1154)  -0.925
C (15.3192, 14.4724, -2.1323)  0.064
O (14.1426, 14.3374, -1.8624)  -0.570
H (18.3922, 15.1604, -1.5490)  0.315
H (17.7365, 13.8823, -2.6993)  0.306
H (18.0317, 13.4726, -1.1721)  0.335
H (17.1064, 15.4876, 0.4850)  0.313
H (15.4206, 15.8064, 0.2208)  0.347
H (15.9061, 14.1513, 0.6863)  0.282
H (15.6218, 14.2660, -3.1706)  0.295
C (11.0199, 14.5048, 10.4431)  -0.893
N (10.4493, 13.1414, 10.4010)  0.106
C (9.1110, 13.0822, 9.8309)  -0.968
C (11.2798, 12.1296, 10.5844)  0.177
O (11.0876, 10.9663, 10.3104)  -0.576
H (12.0656, 14.5326, 10.7496)  0.307
H (10.4440, 15.0505, 11.1905)  0.329
H (11.0348, 15.0676, 9.5098)  0.270
H (8.4109, 13.4390, 10.5863)  0.336
H (9.0598, 13.6179, 8.8830)  0.306
H (8.6575, 12.0984, 9.7102)  0.328
H (12.2979, 12.4273, 10.8792)  0.276
C (8.9228, 14.8707, -1.4848)  -0.874
N (8.9305, 16.2768, -0.9055)  0.095
C (10.2318, 16.8561, -0.4738)  -0.952
C (7.7431, 16.8834, -0.5087)  0.171
O (6.5948, 16.4009, -0.5900)  -0.599
H (9.6516, 14.2069, -1.0198)  0.294
H (9.1870, 14.9298, -2.5406)  0.275
H (7.8995, 14.5220, -1.3453)  0.322
H (10.1752, 17.8816, -0.1088)  0.329
H (10.7731, 16.3088, 0.2979)  0.314
H (10.8553, 17.0105, -1.3544)  0.333
H (7.9366, 17.9271, -0.2165)  0.290
C (9.6756, 10.1836, 4.1595)  -0.812
N (11.0768, 10.5753, 4.1037)  0.173
C (11.6118, 11.1277, 2.8754)  -0.944
C (12.0135, 10.1775, 5.0206)  0.137
O (13.2286, 10.3170, 4.8483)  -0.622
H (9.5090, 9.3734, 3.4497)  0.322
H (8.9623, 10.9850, 3.9674)  0.285
H (9.4873, 9.7452, 5.1396)  0.255
H (12.6482, 11.4651, 2.8865)  0.270
H (11.5795, 10.3592, 2.1030)  0.278
H (11.0109, 11.9885, 2.5822)  0.344
H (11.5861, 9.7812, 5.9546)  0.313
C (17.7405, 12.6205, 4.6342)  -0.907
N (18.3484, 11.7131, 3.6590)  0.105
C (19.7965, 11.7654, 3.7140)  -1.061
C (17.7898, 11.0640, 2.6069)  0.058
O (18.4506, 10.5260, 1.6831)  -0.649
H (18.3605, 13.5152, 4.5778)  0.332
H (17.9788, 12.3502, 5.6629)  0.289
H (16.6621, 12.7229, 4.5124)  0.334
H (20.2836, 10.9926, 3.1194)  0.309
H (20.2355, 12.6884, 3.3350)  0.365
H (20.1230, 11.6935, 4.7515)  0.344
H (16.6959, 10.9395, 2.6093)  0.482
C (11.2276, 5.8016, 0.0415)  -0.902
N (12.0026, 5.2351, 1.1554)  0.127
C (13.3578, 5.8228, 1.3558)  -0.878
C (11.4067, 4.3956, 2.0071)  0.204
O (11.9004, 4.1070, 3.1123)  -0.650
H (11.2282, 6.8856, 0.1556)  0.247
H (10.2279, 5.3981, -0.1197)  0.343
H (11.7427, 5.5616, -0.8886)  0.314
H (13.9203, 5.8148, 0.4222)  0.328
H (13.3555, 6.9034, 1.4991)  0.284
H (13.9633, 5.3190, 2.1092)  0.300
H (10.4156, 4.0997, 1.6298)  0.282

Output
Max |F| in hartree/bohr: 0.068
Electronic energy in hartree: -4448.7612
HOMO energy in eV: -8.02
LUMO energy in eV: 0.1
Multiplicity: 1
SMILES: CN(C)P(=O)(N(C)C)N(C)C.CN(C)P(=O)(N(C)C)N(C)C.CN(C)P(=O)(N(C)C)N(C)C.CN(C)C=O.CN(C)C=O.CN(C)C=O.CN(C)C=O.CN(C)C=O.CN(C)C=O.CN(C)C=O.CN(C)C=O
Frontier orbital gap in eV: 8.09

---

electronic energy of number 1 (CH3Cl2FN2O2S2)?
-2116.3060 hartree